(1)
110
Properties=species:S:1:pos:R:3:forces:R:3 method="wB97M-V/def2-TZVPD" homo_ha=-0.1939 total_charge=-1
C 0.29200 3.00946 -3.80020 -0.196 0.261 -0.043
C 1.08366 4.11347 -3.14171 0.598 -0.576 -0.662
O 1.85036 3.65767 -2.03381 -0.074 0.253 0.384
O 3.01293 3.05054 -2.64179 -0.526 -0.562 -0.535
P 3.92862 2.34371 -1.51509 2.248 0.698 1.402
O 4.30239 3.26754 -0.44661 -0.484 0.367 0.276
O 3.29407 0.99939 -0.95985 -0.930 0.441 -0.779
C 1.91798 0.70181 -1.19137 -0.278 -1.198 0.510
C 1.80203 -0.82960 -1.33347 0.356 0.503 -0.871
C 1.56429 -1.23153 -2.78701 0.108 -0.151 0.212
Br 0.43747 -1.53694 -0.14404 0.098 -0.116 0.024
O 5.16980 1.90059 -2.34816 -0.558 0.049 -0.114
C 5.28813 0.44638 -2.63402 0.474 -1.958 0.020
O 4.83872 0.12480 -3.72710 -0.129 0.362 -0.005
O 5.81962 -0.20707 -1.72468 -0.179 0.744 -0.433
H -0.41802 2.57762 -3.10313 -0.081 -0.213 0.072
H 0.94102 2.25424 -4.22717 0.181 -0.213 0.101
H -0.27628 3.45073 -4.61265 -0.174 0.026 -0.140
H 1.80071 4.50277 -3.85983 0.006 0.423 -0.067
H 0.44790 4.91843 -2.79588 -0.066 0.109 0.372
H 1.32481 1.02276 -0.34375 0.001 0.351 0.134
H 1.54425 1.14181 -2.10480 0.022 0.376 -0.108
H 2.75695 -1.25357 -1.05501 0.049 -0.104 0.565
H 2.05735 -0.51387 -3.43511 0.106 0.169 -0.118
H 0.50816 -1.28825 -3.02715 -0.167 0.042 -0.100
H 2.04553 -2.18094 -2.99123 -0.163 -0.311 -0.035
C 5.94504 5.20609 -4.12360 -0.120 -0.109 0.078
C 4.85568 5.91799 -4.90921 0.392 0.236 0.209
C 5.43964 6.98015 -5.83163 -0.159 0.030 -0.127
O 3.90607 6.51413 -4.02418 -0.211 -0.063 -0.232
H 6.48924 5.91456 -3.49140 0.024 0.069 -0.080
H 5.51701 4.45166 -3.46698 -0.024 -0.081 -0.016
H 6.65758 4.72019 -4.79170 0.011 -0.004 0.007
H 4.29767 5.19018 -5.49955 -0.102 -0.003 0.061
H 5.96378 7.74288 -5.24848 0.068 -0.055 0.029
H 4.64757 7.48210 -6.38990 -0.007 -0.031 -0.015
H 6.14421 6.54391 -6.54147 0.024 0.004 0.013
H 4.37518 7.15468 -3.48067 0.037 -0.060 0.101
C -2.59027 -3.39781 3.70054 -0.078 0.216 -0.143
C -1.61256 -3.88723 2.64162 0.135 -0.124 0.469
C -1.13228 -5.29858 2.94467 0.039 -0.002 -0.149
O -0.50052 -3.00192 2.55213 -0.200 0.018 -0.178
H -2.11219 -3.37044 4.68041 0.007 -0.126 0.030
H -2.92512 -2.38451 3.47075 -0.023 -0.026 -0.071
H -3.46465 -4.04946 3.76207 0.011 -0.021 0.010
H -2.09091 -3.86755 1.66106 0.085 0.081 -0.062
H -0.60732 -5.32089 3.90454 -0.081 0.014 0.056
H -0.43041 -5.63627 2.18338 -0.031 -0.014 -0.035
H -1.95980 -6.00748 2.98956 0.014 -0.021 0.021
H -0.05431 -2.99925 3.40512 0.042 0.016 0.014
C -4.33713 5.46105 -2.60632 0.179 -0.047 0.057
C -3.05169 5.73745 -3.37005 -0.431 -0.079 -0.228
C -3.27589 6.74472 -4.48861 0.173 0.049 -0.036
O -2.52104 4.52389 -3.90293 0.163 0.137 0.129
H -5.09308 5.03454 -3.27161 -0.028 0.075 -0.037
H -4.16291 4.73697 -1.81124 0.015 0.022 0.028
H -4.74498 6.36827 -2.16337 -0.041 -0.001 -0.004
H -2.29390 6.11804 -2.68392 0.089 -0.084 -0.018
H -4.00014 6.35599 -5.21038 -0.070 0.002 0.056
H -2.34627 6.93229 -5.02666 0.018 0.013 0.032
H -3.65101 7.69263 -4.09948 -0.023 -0.004 -0.004
H -3.17063 4.16173 -4.51410 -0.033 -0.029 0.001
C -3.50936 -3.49094 9.04799 0.117 0.120 0.039
C -3.49455 -3.41036 7.52858 -0.149 -0.400 0.194
C -4.73401 -4.05643 6.92770 0.005 0.053 -0.142
O -2.31644 -4.03033 7.01601 0.060 0.198 0.024
H -3.51658 -4.53490 9.37362 -0.081 -0.018 -0.030
H -2.61586 -3.02500 9.46357 -0.006 0.036 -0.016
H -4.38720 -2.99394 9.46351 -0.012 -0.018 0.004
H -3.44098 -2.36612 7.21921 0.102 -0.001 -0.067
H -4.77675 -5.11688 7.19220 -0.013 0.014 0.084
H -4.70877 -3.99127 5.84080 0.002 0.043 -0.009
H -5.64525 -3.57450 7.28520 -0.004 -0.015 0.018
H -2.33443 -4.95804 7.27256 -0.002 -0.036 -0.010
C -8.70373 7.39759 -1.26205 0.101 0.086 -0.097
C -8.31429 5.98993 -1.68916 -0.207 0.044 0.435
C -9.39165 4.98031 -1.32158 0.040 -0.120 -0.104
O -7.07176 5.62193 -1.09534 0.010 0.002 -0.196
H -8.82940 7.44495 -0.17693 -0.070 -0.049 0.003
H -7.92219 8.10807 -1.53169 -0.001 -0.008 -0.037
H -9.63725 7.71162 -1.73134 -0.013 -0.002 0.017
H -8.14768 5.96916 -2.76695 0.114 -0.031 -0.005
H -9.53749 4.95691 -0.23823 -0.033 0.078 0.007
H -9.09738 3.97826 -1.63323 0.005 0.008 -0.036
H -10.34450 5.22644 -1.79262 -0.010 0.009 0.018
H -7.18625 5.63049 -0.13939 0.003 -0.015 0.033
C 7.22558 -3.02630 1.27732 0.008 -0.017 0.153
C 6.07335 -3.79148 0.63935 0.277 0.267 -0.321
C 6.56493 -4.67554 -0.50017 -0.067 -0.145 0.007
O 5.09043 -2.88725 0.16906 -0.115 -0.166 0.041
H 7.69494 -2.36901 0.54207 0.000 -0.036 -0.049
H 6.85961 -2.39709 2.08865 -0.024 -0.015 0.009
H 7.98455 -3.70551 1.67454 0.004 0.003 -0.014
H 5.58188 -4.40974 1.39455 -0.072 0.024 0.001
H 7.01816 -4.06356 -1.28336 0.046 0.040 0.042
H 5.73037 -5.21529 -0.94915 -0.016 -0.009 0.029
H 7.30502 -5.40097 -0.15281 0.010 0.012 -0.009
H 5.49591 -2.32129 -0.50471 -0.105 0.312 -0.038
C 1.96478 -9.04114 2.73475 0.028 0.154 -0.041
C 0.79713 -8.83542 3.68746 0.060 -0.414 -0.230
C 0.56085 -10.06565 4.55188 -0.095 0.071 0.119
O -0.38358 -8.51447 2.95512 -0.052 0.168 0.164
H 1.76004 -9.87410 2.05613 0.003 -0.062 0.061
H 2.11958 -8.15220 2.12393 0.008 0.027 0.032
H 2.88691 -9.25610 3.27644 0.003 -0.019 -0.004
H 0.99570 -7.97378 4.32565 -0.091 0.076 -0.034
H 0.31525 -10.92867 3.92670 0.080 -0.007 -0.036
H -0.27900 -9.90200 5.22778 0.016 0.030 0.017
H 1.44340 -10.30963 5.14499 0.008 -0.017 -0.013
H -0.58616 -9.25743 2.37766 0.025 -0.022 -0.035


(2)
105
Properties=species:S:1:pos:R:3:forces:R:3 method="wB97M-V/def2-TZVPD" homo_ha=-0.2749 smiles=CC1(C)CCCC(C)(C)N1O.CC1(C)CCCC(C)(C)N1O.CC1(C)CCCC(C)(C)N1O.O.O.O.O.O total_charge=0
C -29.26327 1.41114 -26.16060 0.832 -0.511 1.250
C -29.33795 0.47357 -27.36888 0.177 0.642 0.387
C -28.13498 -0.49001 -27.36208 0.194 -0.012 0.666
C -30.57307 -0.41855 -27.26882 -0.510 -0.327 -0.519
C -31.87727 0.26604 -27.66110 0.526 1.392 -0.279
C -31.72061 0.99839 -29.01172 0.399 -1.171 -0.316
C -30.49804 1.91750 -29.14086 0.236 0.786 0.899
C -30.21422 2.28189 -30.58692 -0.310 -0.646 -1.016
C -30.82137 3.20762 -28.36173 -1.042 0.427 0.170
N -29.33882 1.18997 -28.65218 -0.157 -1.689 -0.578
O -28.13034 1.91566 -28.88534 -0.388 0.451 0.566
H -30.20321 1.79194 -25.76248 -0.105 0.368 -0.651
H -28.89139 0.86575 -25.28253 0.050 -0.246 -0.232
H -28.49568 2.17274 -26.30651 -0.397 0.355 -0.178
H -27.13728 -0.03710 -27.38412 -0.146 0.249 -0.320
H -28.08773 -1.00041 -26.39556 -0.341 -0.133 -0.081
H -28.24102 -1.23528 -28.14743 0.140 0.074 -0.129
H -30.39531 -1.28599 -27.91202 -0.166 -0.024 -0.010
H -30.69051 -0.78070 -26.24527 0.319 -0.059 0.033
H -32.70419 -0.43220 -27.76562 -0.036 -0.091 0.297
H -32.09052 0.99912 -26.87723 -0.385 -0.112 0.023
H -32.60356 1.55525 -29.32269 -0.114 0.019 0.220
H -31.61238 0.16471 -29.71695 0.111 0.264 -0.346
H -31.11785 2.55991 -31.13740 -0.100 0.315 0.344
H -29.86474 1.39559 -31.12657 0.167 -0.021 0.208
H -29.45986 3.05273 -30.72105 -0.052 0.086 0.244
H -31.75310 3.62037 -28.77131 0.211 0.089 -0.304
H -30.08359 4.00708 -28.40639 0.282 -0.265 -0.023
H -31.11710 3.04076 -27.32308 0.472 -0.190 0.017
H -27.45697 1.27671 -28.63175 0.104 0.007 -0.264
C -35.57040 -4.90317 -25.06774 -0.460 0.334 -0.998
C -35.80747 -4.44515 -23.63624 -1.186 -0.300 0.628
C -37.34023 -4.23058 -23.48038 -0.724 0.611 -1.110
C -35.43009 -5.61711 -22.70734 0.792 1.088 0.665
C -35.27693 -5.22870 -21.21797 -1.170 0.262 -0.925
C -34.40703 -3.96217 -21.08716 -0.224 -2.128 0.230
C -34.88001 -2.79311 -21.94792 0.258 -0.403 -0.185
C -36.15456 -2.22575 -21.35392 0.048 0.777 1.484
C -33.74419 -1.77099 -21.94308 -0.396 0.592 -0.364
N -35.01068 -3.27323 -23.32781 1.160 -0.850 -0.043
O -35.29943 -2.23368 -24.24012 -0.144 0.222 0.232
H -34.53531 -5.00097 -25.39490 0.169 -0.073 0.490
H -36.03300 -4.21901 -25.78746 0.041 0.164 0.202
H -36.09502 -5.84420 -25.24712 0.219 -0.147 0.212
H -37.72399 -3.26164 -23.82749 0.705 0.224 0.071
H -37.77806 -4.33059 -22.49058 0.276 -0.464 0.113
H -37.84179 -4.87798 -24.20820 -0.066 -0.442 0.530
H -36.20529 -6.37329 -22.80509 0.265 -0.309 -0.212
H -34.42969 -5.95249 -22.99714 -0.224 -0.431 -0.329
H -34.89499 -6.12841 -20.73462 0.333 0.334 0.383
H -36.27670 -5.06182 -20.80140 0.063 0.032 0.103
H -33.42283 -4.35026 -21.36944 0.252 0.750 -0.171
H -34.37084 -3.71369 -20.02572 0.092 0.444 -0.070
H -36.90014 -2.96949 -21.09265 -0.048 -0.147 -0.286
H -35.84814 -1.80664 -20.38256 -0.140 0.009 -0.048
H -36.63789 -1.38861 -21.85625 0.201 -0.210 -0.537
H -32.89735 -2.15604 -22.51039 -0.024 -0.018 -0.097
H -34.13532 -0.86724 -22.41839 0.380 0.104 0.006
H -33.38022 -1.50777 -20.94908 -0.270 -0.130 0.137
H -34.44645 -2.10981 -24.67091 -0.126 0.119 -0.122
C -26.12167 4.23506 -21.42949 -0.375 -1.462 0.077
C -27.50283 4.77502 -21.02319 0.952 0.346 -0.668
C -27.82252 4.25660 -19.63103 0.311 -0.829 0.267
C -27.38361 6.31034 -21.10873 -0.685 -0.415 0.235
C -28.73030 6.98277 -20.89148 0.401 -0.176 -0.051
C -29.73354 6.45726 -21.90171 -0.754 -0.101 -0.202
C -29.79434 4.94801 -22.18670 0.667 -1.091 0.223
C -30.79589 4.21357 -21.25594 1.048 0.411 0.137
C -30.20945 4.69947 -23.63438 -0.391 -0.231 -0.518
N -28.43161 4.35364 -22.08263 0.006 1.267 -0.395
O -28.51341 2.95090 -22.20409 -0.042 -0.329 0.364
H -25.87673 4.42169 -22.47511 0.092 0.524 0.129
H -25.34149 4.51333 -20.72350 0.047 0.422 -0.188
H -26.16069 3.13764 -21.37126 0.045 0.071 0.090
H -28.42930 4.92299 -19.02182 -0.182 -0.161 -0.031
H -28.26045 3.25841 -19.74427 -0.471 0.271 0.066
H -26.90923 4.00579 -19.08324 0.092 0.535 0.065
H -26.64158 6.63954 -20.37946 0.036 0.042 -0.035
H -27.04834 6.57128 -22.11459 0.220 -0.073 0.025
H -29.09649 6.82485 -19.87435 0.069 0.030 0.020
H -28.58558 8.05517 -21.03502 -0.282 0.053 0.121
H -29.61164 6.94586 -22.87078 0.136 0.186 0.118
H -30.74128 6.67794 -21.53727 0.018 0.394 -0.270
H -31.72167 4.78222 -21.21932 -0.273 -0.365 -0.085
H -30.37139 4.15601 -20.25045 -0.213 0.162 0.056
H -30.89035 3.18662 -21.60105 -0.453 0.063 -0.042
H -31.08817 5.27160 -23.94325 -0.034 0.080 0.235
H -30.45331 3.64580 -23.78722 -0.014 0.016 0.093
H -29.41102 4.91615 -24.34628 0.110 0.246 0.217
H -27.86286 2.73922 -22.88605 -0.052 0.293 -0.114
O -29.63423 -0.37815 -19.61939 0.076 0.282 0.112
H -30.17533 -0.06671 -18.88419 0.010 -0.126 -0.074
H -28.85751 0.19766 -19.61412 -0.119 -0.048 -0.066
O -28.20341 -2.55329 -20.78643 -0.058 -0.036 0.092
H -28.85430 -1.92393 -20.43395 0.084 -0.073 0.074
H -28.09546 -3.21743 -20.09619 -0.004 0.063 -0.085
O -29.29804 -3.28147 -23.32602 -0.025 0.167 0.219
H -28.87437 -3.16909 -22.45323 -0.040 0.031 -0.275
H -28.96590 -2.54797 -23.85577 0.028 -0.072 0.036
O -26.86724 0.96542 -23.60936 -0.037 0.129 0.225
H -27.60576 1.03054 -22.98750 -0.036 -0.584 -0.143
H -26.20887 0.43358 -23.14729 -0.048 0.065 -0.047
O -30.05881 -0.13069 -22.75780 0.011 0.007 0.093
H -30.39091 0.45549 -22.06696 0.065 -0.069 -0.050
H -30.30881 -1.01818 -22.46683 0.044 0.039 -0.115


Record-wise DFT total energy values, in Ha: -5037.748256 -1834.989174
Record-wise strongest force on any atom values, in eV/A: 2.7 2.2
Record-wise energy relative to the best compared isomer or geometry (same formula, charge and spin) values, in eV: 0.000 0.180